Record 1
# C5H8O2

One molecule with the formula C5H8O2 (ωB97M-V/def2-TZVPD, the Open Molecules 2025 dataset).

Its lowest unoccupied orbital energy is 0.838 eV. Its SMILES is C=CCCC(=O)O. The value obtained for the energy above the lowest of the compared OMol25 structures with the same formula, charge and spin is 0.3364 eV. The spin multiplicity is 1. The calculation puts the total energy at -345.79259 Eh. The calculation puts the frontier orbital gap at 0.3952 Ha.

Last column: Mulliken charge in e.
Cartesian coordinates (Å):
O: 1.010 -1.181 -1.659  -0.561
C: 1.400 -0.227 -1.040  0.477
O: 1.994 0.824 -1.639  -0.456
C: 1.242 -0.082 0.462  -0.426
C: -0.148 -0.542 0.909  -0.555
C: -1.212 0.502 0.735  -0.079
C: -2.338 0.253 0.095  -0.776
H: 1.852 0.720 -2.591  0.340
H: 1.420 0.946 0.769  0.314
H: 2.049 -0.721 0.829  0.279
H: -0.105 -0.801 1.965  0.317
H: -0.437 -1.425 0.340  0.322
H: -1.066 1.436 1.269  0.286
H: -2.493 -0.650 -0.483  0.242
H: -3.167 0.946 0.038  0.275

Record 2
# HPS2

One molecule with the formula HPS2 in a non-equilibrium geometry (ωB97M-V/def2-TZVPD, the Open Molecules 2025 dataset).

Its lowest unoccupied orbital energy (spin up / spin down) is -2.446 / -2.304 eV. Its SMILES is P#[SH]=S. The value obtained for the energy above the lowest of the compared OMol25 structures with the same formula, charge and spin is 2.5551 eV. The spin multiplicity is 1. The calculation puts the total energy at -1138.20096 Eh. The calculation puts the frontier orbital gap (spin up / spin down) at 0.2208 / 0.2260 Ha.

Last column: Mulliken charge in e.
Cartesian coordinates (Å):
P: -0.665 2.148 -1.039  0.108
S: -1.245 -0.502 -3.427  -0.273
S: -1.162 0.175 -1.585  -0.079
H: -0.563 -0.853 -0.827  0.243

Record 3
# C26H30N2O6S

One molecule with the formula C26H30N2O6S (ωB97M-V/def2-TZVPD, the Open Molecules 2025 dataset).

Its lowest unoccupied orbital energy is 0.463 eV. Its SMILES is CCOc1ccc(NS(=O)(=O)c2ccc(C(=O)N(C)CCc3ccc(OC)c(OC)c3)cc2)cc1. The value obtained for the energy above the lowest of the compared OMol25 structures with the same formula, charge and spin is 0.0443 eV. The spin multiplicity is 1. The calculation puts the total energy at -1967.87765 Eh. The calculation puts the frontier orbital gap at 0.3087 Ha.

Last column: Mulliken charge in e.
Cartesian coordinates (Å):
C: -0.971 -5.026 1.991  -1.549
C: -1.643 -4.139 0.954  0.251
O: -2.323 -3.107 1.653  -0.428
C: -2.896 -2.107 0.945  0.452
C: -3.071 -2.108 -0.436  -0.263
C: -3.605 -0.999 -1.068  -0.356
C: -3.971 0.124 -0.340  -0.459
C: -3.857 0.105 1.046  -0.281
C: -3.333 -1.000 1.679  -0.525
H: -3.222 -1.023 2.752  0.436
H: -4.149 0.981 1.603  0.461
N: -4.333 1.333 -0.975  -0.318
S: -3.103 2.490 -0.892  1.328
O: -3.266 3.332 -2.041  -0.774
O: -3.107 3.100 0.402  -0.684
C: -1.649 1.460 -1.052  -0.200
C: -1.057 0.961 0.091  -0.609
C: -0.085 -0.014 -0.028  -0.586
C: 0.316 -0.452 -1.285  0.749
C: -0.300 0.052 -2.427  -0.388
C: -1.293 1.008 -2.307  -1.055
H: -1.797 1.412 -3.171  0.590
H: -0.035 -0.330 -3.402  0.638
C: 1.321 -1.562 -1.332  -0.152
O: 1.061 -2.631 -0.801  -0.764
N: 2.496 -1.328 -1.956  0.199
C: 2.894 -0.080 -2.570  -0.872
H: 2.015 0.467 -2.907  0.218
H: 3.504 -0.332 -3.444  0.601
C: 3.704 0.838 -1.636  -1.405
C: 2.835 1.508 -0.609  0.187
C: 1.982 2.535 -0.970  -0.670
C: 1.169 3.150 -0.029  -0.413
C: 1.201 2.752 1.297  0.732
C: 2.069 1.701 1.675  0.536
C: 2.867 1.097 0.721  -0.189
H: 3.531 0.293 0.999  0.397
O: 2.029 1.356 2.992  -0.479
C: 2.846 0.302 3.433  -0.887
H: 2.640 0.197 4.497  0.261
H: 2.605 -0.639 2.925  0.310
H: 3.909 0.527 3.292  0.348
O: 0.460 3.284 2.299  -0.424
C: -0.432 4.338 2.003  -0.726
H: -0.843 4.642 2.965  0.255
H: 0.089 5.187 1.551  0.368
H: -1.249 4.012 1.352  0.208
H: 0.504 3.938 -0.344  0.378
H: 1.944 2.871 -1.996  0.459
H: 4.490 0.263 -1.146  0.398
H: 4.181 1.599 -2.258  0.421
C: 3.491 -2.378 -1.966  -1.172
H: 4.410 -2.044 -1.481  0.321
H: 3.088 -3.232 -1.426  0.367
H: 3.719 -2.673 -2.992  0.337
H: 0.361 -0.448 0.852  0.812
H: -1.375 1.324 1.054  0.982
H: -4.608 1.218 -1.940  0.449
H: -3.718 -1.002 -2.143  0.303
H: -2.770 -2.955 -1.032  0.397
H: -0.891 -3.704 0.283  0.069
H: -2.358 -4.728 0.364  0.284
H: -0.441 -5.833 1.494  0.419
H: -0.264 -4.442 2.573  0.330
H: -1.715 -5.444 2.665  0.377

Q: Which value of spin multiplicity does entry 2 give?
A: 1